Record 1
{"formula": "C12H24ClLiO7", "method": "ωB97M-V/def2-TZVPD", "elements": ["Li", "Cl", "O", "O", "O", "O", "C", "C", "C", "O", "C", "H", "H", "H", "H", "H", "H", "H", "H", "C", "C", "C", "O", "C", "H", "H", "H", "H", "H", "H", "H", "H", "C", "C", "C", "O", "C", "H", "H", "H", "H", "H", "H", "H", "H"], "coordinates": [[-0.195, 0.348, -0.098], [-2.150, 2.062, 2.034], [-3.184, 2.943, 1.521], [-2.500, 1.573, 3.343], [-2.054, 0.901, 1.145], [-0.899, 2.744, 2.054], [1.477, -1.879, 3.112], [2.309, -0.618, 3.340], [1.986, 0.140, 2.050], [0.662, -0.252, 1.662], [0.205, -1.325, 2.530], [1.416, -2.488, 4.016], [1.948, -2.535, 2.375], [3.385, -0.768, 3.411], [1.974, 0.003, 4.168], [2.620, -0.050, 1.176], [2.075, 1.216, 2.233], [-0.354, -2.064, 1.950], [-0.508, -0.815, 3.185], [-0.459, 3.687, -2.045], [-0.147, 2.669, -3.142], [0.725, 1.590, -2.444], [0.602, 1.835, -1.041], [0.464, 3.257, -0.935], [-1.513, 3.583, -1.781], [-0.292, 4.725, -2.323], [0.482, 3.162, -3.892], [-0.992, 2.291, -3.711], [1.730, 1.604, -2.877], [0.369, 0.599, -2.741], [1.429, 3.773, -0.920], [0.057, 3.445, 0.063], [-1.711, -3.273, -1.403], [-0.234, -3.641, -1.254], [0.400, -2.323, -1.697], [-0.386, -1.332, -1.036], [-1.744, -1.821, -0.976], [-2.440, -3.940, -0.948], [-1.960, -3.335, -2.470], [0.030, -4.549, -1.792], [0.002, -3.822, -0.202], [0.446, -2.186, -2.782], [1.431, -2.211, -1.351], [-2.444, -1.230, -1.572], [-2.059, -1.694, 0.066]], "forces_ev_per_a": [[-0.3, 0.3, 1.0], [-2.0, -0.1, 0.0], [0.6, -0.5, 0.3], [0.3, 0.2, -0.2], [0.5, -0.4, -0.7], [1.0, 0.3, 0.0], [0.5, -0.2, 0.9], [0.2, 0.1, -1.3], [0.2, 0.6, -0.2], [0.2, -0.2, -0.3], [-0.6, 0.7, -0.3], [-0.5, 0.1, 0.0], [0.1, 0.2, -0.1], [0.0, -0.2, 0.2], [-0.1, -0.3, 0.2], [0.3, -0.4, 0.3], [-0.6, 0.0, -0.1], [0.1, 0.1, -0.2], [0.2, -0.5, 0.5], [-0.6, -0.3, -0.2], [1.3, 0.5, -0.9], [-1.0, -0.3, -1.5], [0.6, -0.3, -0.9], [-0.4, 0.6, 1.9], [0.1, 0.1, 0.4], [0.1, 0.0, -0.2], [0.0, -0.1, 0.0], [-0.2, -0.2, 0.4], [0.4, 0.4, 0.8], [-0.2, -0.1, 0.7], [0.2, -0.3, -0.6], [-0.1, -0.1, -0.2], [0.0, -0.3, -1.1], [-0.4, 0.1, 0.3], [1.1, -0.4, 0.4], [-0.4, -0.1, -0.7], [-0.9, 0.1, 1.0], [0.2, 0.2, 0.5], [0.1, 0.1, 0.0], [0.2, 0.2, -0.3], [0.1, 0.1, 0.0], [-0.5, 0.0, 0.0], [-0.1, 0.0, 0.1], [0.4, 0.2, -0.2], [0.0, -0.1, -0.1]], "lowdin_charge": [0.6509, 0.6468, -0.3496, -0.3435, -0.4301, -0.3576, -0.1595, -0.1448, -0.1937, -0.2401, -0.1640, 0.1178, 0.1165, 0.1149, 0.1212, 0.1195, 0.1241, 0.1127, 0.1316, -0.1425, -0.1455, -0.1881, -0.2019, -0.1828, 0.1217, 0.1171, 0.1070, 0.1083, 0.1214, 0.1047, 0.1320, 0.1076, -0.1592, -0.1438, -0.1883, -0.2343, -0.1752, 0.1199, 0.1159, 0.1171, 0.1138, 0.1254, 0.1272, 0.1306, 0.1188], "homo_lumo_gap_ev": 9.101, "e_tot_ha": -1465.80866, "e_above_lowest_kcal_mol": 16.0}



Record 2
{"formula": "C11H38N2O8", "method": "ωB97M-V/def2-TZVPD", "elements": ["N", "C", "N", "O", "H", "H", "H", "H", "C", "C", "O", "H", "H", "H", "H", "H", "H", "C", "C", "O", "H", "H", "H", "H", "H", "H", "C", "C", "O", "H", "H", "H", "H", "H", "H", "C", "O", "H", "H", "H", "H", "C", "O", "H", "H", "H", "H", "C", "O", "H", "H", "H", "H", "C", "O", "H", "H", "H", "H"], "coordinates": [[25.984, 13.733, 6.448], [26.480, 12.653, 7.043], [25.703, 12.177, 7.979], [27.676, 12.083, 6.669], [26.563, 14.359, 5.901], [25.164, 14.169, 6.755], [26.167, 11.463, 8.494], [24.856, 12.652, 8.324], [26.067, 17.328, 7.871], [25.348, 17.530, 6.528], [24.033, 17.372, 6.842], [25.818, 18.145, 8.548], [27.135, 17.348, 7.908], [25.790, 16.425, 8.393], [25.854, 16.879, 5.848], [25.512, 18.414, 5.908], [23.423, 17.506, 6.079], [27.108, 17.538, 2.336], [27.646, 16.560, 1.332], [27.393, 15.219, 1.658], [27.478, 18.510, 1.934], [27.438, 17.463, 3.322], [26.064, 17.579, 2.445], [28.721, 16.762, 1.245], [27.135, 16.865, 0.456], [28.044, 14.686, 1.247], [28.995, 15.123, 6.227], [28.640, 15.600, 4.802], [27.232, 15.361, 4.632], [29.006, 14.061, 6.313], [28.349, 15.498, 7.025], [29.925, 15.609, 6.575], [29.215, 15.133, 4.033], [28.843, 16.666, 4.719], [27.153, 15.441, 3.699], [24.215, 14.945, 3.874], [22.721, 14.884, 4.106], [24.310, 14.855, 2.775], [24.870, 14.162, 4.064], [24.498, 15.845, 4.377], [22.333, 14.117, 3.665], [29.851, 11.269, 8.825], [28.922, 11.759, 9.748], [29.949, 11.887, 7.948], [29.530, 10.299, 8.436], [30.764, 10.966, 9.230], [28.348, 12.321, 9.316], [30.216, 12.679, 4.058], [28.880, 12.725, 3.639], [30.653, 11.834, 3.494], [30.452, 12.408, 5.080], [30.773, 13.519, 3.935], [28.421, 13.077, 4.358], [26.942, 14.398, 10.651], [27.464, 14.336, 9.348], [27.639, 13.820, 11.247], [25.932, 13.905, 10.787], [26.861, 15.440, 11.002], [26.776, 14.570, 8.753]], "forces_ev_per_a": [[1.3, 0.9, -1.1], [5.6, -1.4, -3.1], [-1.2, -1.2, 1.8], [-5.6, 2.7, 2.0], [0.1, -0.5, -0.4], [-1.4, 0.3, 0.6], [-0.3, -0.6, 0.7], [1.1, -0.6, -0.3], [-0.1, 1.8, 0.4], [2.4, 0.2, 0.2], [-2.9, -0.6, -0.8], [-0.4, 0.0, 0.1], [0.9, -0.1, -0.8], [-0.5, -0.4, -0.3], [-0.5, -1.8, -0.6], [0.2, 1.1, 1.0], [0.9, -0.2, 0.8], [1.0, 1.4, -1.1], [0.4, 0.6, 0.9], [-1.1, 0.5, 0.9], [-0.5, -0.3, 0.5], [1.1, -0.3, 1.5], [-1.6, -0.1, -0.5], [-0.1, -0.2, -0.2], [-0.2, -0.2, -1.5], [0.9, -1.0, -0.5], [0.7, 1.6, -0.1], [-0.5, 0.5, 2.4], [1.2, 0.2, 0.5], [0.3, -0.8, 0.1], [-0.7, 0.0, -0.5], [0.1, -0.7, -0.5], [0.3, -0.7, -0.4], [-0.1, 0.3, 0.1], [-0.9, -0.3, -1.7], [-3.3, 0.4, -2.4], [1.9, -0.5, 0.5], [0.2, 1.5, 0.1], [0.4, -2.0, 1.9], [0.4, 0.5, -0.3], [0.4, 0.1, 0.0], [-1.5, -1.2, -1.4], [1.9, -1.7, 2.1], [0.3, 0.5, -0.1], [-0.6, -0.1, -0.3], [1.7, 0.5, 1.3], [-1.8, 2.1, -1.6], [0.0, -3.9, -0.3], [1.1, -0.3, -1.2], [0.2, 0.6, 0.0], [-0.9, -0.2, 0.7], [1.4, 2.9, -1.1], [-1.8, 0.7, 1.8], [-0.8, -0.3, 0.7], [0.6, -0.3, 0.3], [0.1, 0.2, 0.4], [0.9, 0.4, -0.4], [0.1, -0.3, 0.0], [-0.7, 0.4, -1.0]], "lowdin_charge": [0.1897, -0.5874, 0.1731, -0.0938, 0.0525, 0.0930, 0.1124, 0.1389, -0.0575, -0.3601, -0.0595, 0.0772, 0.0613, 0.0531, 0.0571, 0.1183, 0.1181, -0.0780, -0.3029, -0.0452, 0.1063, 0.0266, 0.0650, 0.1263, 0.0988, 0.0780, -0.0506, -0.2500, -0.1283, 0.0353, 0.0537, 0.0935, 0.0877, 0.1059, 0.0232, -0.0916, -0.1412, 0.0895, 0.0331, 0.0491, 0.0629, -0.1673, -0.0861, 0.0633, 0.0764, 0.0536, -0.0218, -0.1699, -0.0768, 0.0960, 0.0783, 0.0354, 0.0001, -0.1495, -0.1280, 0.0772, 0.0945, 0.0819, 0.0090], "homo_lumo_gap_ev": 9.888, "smiles": "NC(N)=O.CCO.CCO.CCO.CO.CO.CO.CO", "e_tot_ha": -1153.16949, "e_above_lowest_kcal_mol": 68.4}



Record 3
{"formula": "C21H23BN8OPd", "method": "ωB97M-V/def2-TZVPD", "elements": ["Pd", "C", "C", "C", "C", "N", "C", "C", "C", "C", "C", "C", "C", "H", "H", "H", "H", "H", "H", "H", "H", "B", "N", "C", "C", "C", "N", "N", "C", "C", "C", "N", "H", "H", "H", "H", "H", "H", "H", "H", "C", "N", "C", "C", "O", "N", "C", "N", "H", "H", "H", "H", "H", "H", "H"], "coordinates": [[0.094, 0.001, -0.012], [0.647, -0.830, 4.091], [2.016, -0.539, 4.297], [2.762, -0.056, 3.256], [2.178, 0.147, 1.992], [0.826, -0.128, 1.828], [0.114, -0.603, 2.849], [2.810, 0.613, 0.800], [4.153, 1.040, 0.676], [4.643, 1.479, -0.533], [3.834, 1.516, -1.660], [2.506, 1.084, -1.573], [2.009, 0.647, -0.372], [0.041, -1.211, 4.895], [2.460, -0.699, 5.267], [3.807, 0.176, 3.392], [-0.935, -0.808, 2.645], [4.798, 1.017, 1.542], [5.676, 1.793, -0.607], [4.230, 1.855, -2.604], [1.908, 1.089, -2.477], [-0.862, -2.194, -2.777], [-0.913, -0.641, -2.797], [-1.326, -0.004, -3.895], [-1.277, 1.361, -3.670], [-0.811, 1.472, -2.368], [-0.597, 0.250, -1.870], [-0.381, -2.817, -1.443], [-0.397, -4.139, -1.253], [0.066, -4.411, 0.022], [0.356, -3.165, 0.557], [0.074, -2.224, -0.347], [-1.971, -2.584, -2.973], [-0.100, -2.527, -3.635], [-1.618, -0.556, -4.764], [-1.532, 2.148, -4.349], [-0.615, 2.359, -1.785], [-0.729, -4.801, -2.028], [0.170, -5.365, 0.494], [0.745, -2.908, 1.525], [-2.917, 4.207, 2.386], [-2.769, 3.173, 1.391], [-3.789, 2.153, 1.236], [-2.975, 0.933, 0.759], [-3.391, -0.170, 0.483], [-1.666, 1.328, 0.711], [-1.571, 2.581, 1.117], [-0.366, 3.185, 1.254], [-3.919, 4.623, 2.317], [-2.195, 5.002, 2.212], [-2.768, 3.814, 3.399], [-4.533, 2.439, 0.486], [-4.312, 1.938, 2.172], [0.400, 2.630, 0.871], [-0.298, 4.181, 1.128]], "forces_ev_per_a": [[-1.1, -1.2, -0.8], [1.2, 0.2, 0.5], [-1.3, -0.3, 0.0], [0.2, 0.3, -0.8], [-2.1, -0.8, 1.4], [2.3, -0.1, 2.9], [-0.1, 0.1, 0.0], [1.2, 1.0, -2.3], [-0.8, -0.4, 0.7], [0.3, 0.2, -0.2], [-0.5, -0.3, 0.2], [1.1, 0.4, -0.4], [0.2, 0.0, 1.0], [-0.1, -0.1, 0.1], [0.1, 0.0, 0.1], [0.1, 0.0, 0.0], [0.1, 0.0, 0.0], [0.2, 0.0, 0.1], [0.0, 0.0, 0.0], [0.1, 0.1, -0.1], [-0.2, 0.0, 0.1], [0.1, 0.0, 0.1], [-0.1, 0.2, -0.5], [0.0, 0.4, -0.1], [0.0, -0.1, -0.1], [-0.1, -0.3, -0.3], [-0.9, 0.7, -1.2], [0.0, -0.3, 0.1], [0.1, -0.3, 0.2], [0.0, -0.1, -0.1], [-0.1, 0.1, -0.3], [0.5, 0.8, 0.4], [-0.3, -0.2, -0.1], [0.2, -0.1, -0.3], [-0.1, -0.2, -0.2], [-0.1, 0.1, -0.2], [0.0, -0.1, 0.1], [-0.1, -0.1, -0.1], [0.0, -0.2, 0.1], [0.0, 0.1, 0.1], [0.0, 0.1, 0.2], [0.6, 0.0, -0.1], [-0.3, -0.3, -0.2], [-0.6, -0.4, 0.0], [0.0, 0.7, 0.2], [1.0, 0.8, 0.2], [-0.4, -0.4, -0.1], [-0.3, -0.3, -0.2], [0.0, 0.1, 0.0], [-0.1, 0.1, 0.0], [0.0, 0.0, 0.0], [0.1, -0.1, 0.1], [0.1, 0.0, 0.0], [-0.1, 0.2, 0.1], [0.0, 0.0, 0.1]], "lowdin_charge": [0.9900, -0.0567, -0.0537, -0.0090, -0.1927, -0.0669, -0.1544, -0.2089, -0.0403, -0.1063, -0.0806, -0.1119, -0.1739, 0.0997, 0.1059, 0.1066, 0.1143, 0.0971, 0.0980, 0.0975, 0.0851, -0.4094, -0.0552, -0.0958, -0.0631, -0.1796, -0.1156, -0.0759, -0.0985, -0.0695, -0.1577, -0.0232, 0.0694, 0.0672, 0.1181, 0.0846, 0.0936, 0.1192, 0.0839, 0.0881, -0.0379, -0.1025, -0.0361, -0.4654, 0.0798, 0.0865, -0.3986, 0.2079, 0.0939, 0.0823, 0.0999, 0.1380, 0.1366, 0.0869, 0.1094], "homo_lumo_gap_ev": [5.544, 7.724], "s_squared": 2.0062, "multiplicity": 3, "e_tot_ha": -1480.04578, "e_above_lowest_kcal_mol": 21.1}